ORCA calculation (the ωB97M-V functional and the def2-TZVPD basis) on a cluster of 2 separate species, C8H17NO3 in total at a distorted geometry.

Cartesian coordinates (Å):
C -0.395 1.466 2.514
C 2.094 0.135 -0.015
C -0.019 -2.038 -1.368
C -2.187 -1.133 -0.635
C -0.951 -0.115 -2.536
C 1.361 1.186 0.769
C 0.576 0.773 1.910
C -0.897 -1.097 -1.449
N 0.923 -0.456 2.587
O -0.928 1.190 3.706
O -0.994 2.518 1.879
O 0.599 1.963 -0.235
H 1.313 -0.651 -0.365
H 2.706 -0.383 0.645
H 2.652 0.541 -0.751
H -0.464 2.663 1.124
H 0.798 -2.279 -1.974
H 0.190 -2.684 -0.499
H -2.672 -0.153 -0.481
H -2.243 -1.799 0.221
H -2.839 -1.574 -1.290
H -1.137 -0.684 -3.450
H -0.007 0.378 -2.645
H -1.790 0.528 -2.326
H 2.065 2.084 1.083
H 0.482 -0.683 3.523
H 1.872 -0.682 2.568
H -1.514 1.961 3.810
H -0.124 1.365 -0.427

Highest occupied orbital energy in eV: -7.115
Energy above the lowest of the compared OMol25 structures with the same formula, charge and spin in kcal per mole: 55.6
Total charge: 0
SMILES: C[C@@H](O)C(N)=C(O)O.C=C(C)C
E in eV: -16201.2612
Gap between HOMO and LUMO in eV: 7.874

ORCA calculation (the ωB97M-V functional and the def2-TZVPD basis) on the molecule C8H17NOS2 at a distorted geometry.

Cartesian coordinates (Å):
C -2.208 1.016 -1.128
C 2.373 -2.442 3.006
C -0.153 0.626 -3.524
C 1.011 -1.738 2.752
C 1.014 -0.982 1.333
C -0.191 -0.230 0.870
C 0.158 0.351 -0.494
C -0.783 1.468 -0.953
N -3.094 1.860 -1.803
O -2.538 -0.083 -0.812
S -0.580 2.970 0.261
S -0.136 2.157 -2.561
H 2.322 -3.423 2.505
H 3.165 -1.908 2.510
H 2.621 -2.420 4.016
H -0.530 0.914 -4.480
H -0.897 -0.131 -3.107
H 0.854 0.144 -3.641
H 0.886 -0.970 3.491
H 0.178 -2.321 2.889
H 1.229 -1.661 0.530
H 1.900 -0.428 1.171
H -0.617 0.476 1.566
H -1.063 -1.007 0.834
H 1.200 0.603 -0.496
H -0.005 -0.273 -1.454
H -2.740 2.822 -2.090
H -4.053 1.787 -1.816
H 0.679 2.825 0.624

Highest occupied orbital energy in eV: -8.913
Energy above the lowest of the compared OMol25 structures with the same formula, charge and spin in kcal per mole: 0.0
Total charge: 0
SMILES: CCCCC[C@@](S)(SC)C(N)=O
E in eV: -33778.7808
Gap between HOMO and LUMO in eV: 9.534

ORCA calculation (the ωB97M-V functional and the def2-TZVPD basis) on a structure of composition C8H17O3P2Re at a distorted geometry.

Cartesian coordinates (Å):
C -0.831 -0.551 -2.196
C -0.973 -1.513 -3.226
C -0.209 -2.698 -2.901
C 0.342 -2.531 -1.645
C -0.082 -1.117 -1.016
Re -0.850 0.582 0.817
P -0.275 2.726 0.517
H -1.085 0.495 -2.111
H -1.676 -1.451 -4.035
H -0.138 -3.577 -3.575
H 0.819 -0.541 -0.716
H 0.852 -3.294 -1.060
H -1.065 3.655 1.264
H -0.452 3.367 -0.718
H 1.026 3.226 0.762
C -2.077 -2.105 3.221
O -1.259 -1.019 3.563
P -0.092 -0.442 2.542
O 0.892 0.230 3.607
C 0.650 0.927 4.787
O 0.746 -1.828 2.155
C 2.141 -1.644 2.112
H -1.700 -2.640 2.356
H -3.013 -1.794 2.749
H -2.126 -2.767 4.099
H 1.439 1.676 4.918
H -0.272 1.505 4.838
H 0.698 0.255 5.632
H 2.423 -0.792 1.521
H 2.562 -1.579 3.106
H 2.494 -2.499 1.557

⟨S²⟩: 3.7815
Highest occupied orbital energy (alpha / beta) in eV: -11.370 / -11.362
Energy above the lowest of the compared OMol25 structures with the same formula, charge and spin in kcal per mole: 39.9
Spin multiplicity: 4
Total charge: +1
E in eV: -35408.3949
Gap between HOMO and LUMO (alpha / beta) in eV: 7.064 / 5.430

ORCA calculation (the ωB97M-V functional and the def2-TZVPD basis) on a structure of composition C8H18BClOTl at a distorted geometry.

Cartesian coordinates (Å):
C 3.845 1.140 1.250
C 3.438 0.049 0.243
C 1.979 0.207 -0.183
Cl 1.781 1.504 -1.432
B 1.456 -1.146 -0.874
C 0.220 -1.967 -0.441
C -1.027 -1.535 0.559
C -1.596 -0.321 0.017
C -3.445 -0.402 0.686
O -4.165 0.287 -0.103
C -4.079 1.722 -0.306
H 3.069 1.328 1.995
H 4.749 0.828 1.770
H 4.036 2.078 0.729
H 3.581 -0.933 0.707
H 4.071 0.129 -0.643
H 1.337 0.478 0.661
H 2.127 -1.532 -1.776
H 0.629 -2.781 0.190
H -0.261 -2.413 -1.315
H -1.694 -2.398 0.604
H -0.640 -1.382 1.568
H -1.176 0.597 0.436
H -1.725 -0.217 -1.064
H -3.212 0.054 1.667
H -3.739 -1.452 0.688
H -3.430 2.202 0.425
H -3.785 1.860 -1.349
H -5.111 2.083 -0.240
Tl 2.767 1.930 -4.470

Highest occupied orbital energy in eV: -19.579
Total charge: +3
E in eV: -28492.4997
Gap between HOMO and LUMO in eV: 3.951

ORCA calculation (the ωB97M-V functional and the def2-TZVPD basis) on a structure of composition C8H18ClF2O2PSb.

Cartesian coordinates (Å):
C 2.812 1.470 0.188
C 1.353 1.659 0.609
C 0.697 0.376 1.140
Sb -0.283 -0.890 -0.355
Cl -1.814 -1.866 1.370
C -1.790 0.650 -0.821
C -2.529 1.249 0.384
C -3.916 0.664 0.617
F -4.878 1.386 -0.136
C 1.282 -2.477 -0.024
C 1.624 -2.933 1.344
O 1.425 -2.470 2.421
F 2.357 -4.105 1.292
P 1.019 -0.088 -2.463
O 0.228 -0.375 -3.713
H 3.341 2.429 0.122
H 2.922 0.981 -0.784
H 3.343 0.851 0.925
H 1.329 2.417 1.406
H 0.773 2.079 -0.222
H -0.060 0.631 1.889
H 1.446 -0.216 1.678
H -1.023 -1.998 -1.467
H -1.293 1.438 -1.399
H -2.500 0.161 -1.498
H -2.676 2.327 0.230
H -1.955 1.142 1.310
H -4.220 0.725 1.668
H -3.971 -0.377 0.290
H 1.017 -3.354 -0.627
H 2.221 -2.089 -0.451
H 1.397 1.282 -2.406
H 2.319 -0.677 -2.516

Highest occupied orbital energy in eV: -4.865
Total charge: -1
E in eV: -46467.3678
Gap between HOMO and LUMO in eV: 8.129

ORCA calculation (the ωB97M-V functional and the def2-TZVPD basis) on a structure of composition C8H18ClI2NO2PTb at a distorted geometry.

Cartesian coordinates (Å):
I 2.182 -0.487 1.438
I 0.712 -2.599 2.123
Tb -0.521 1.068 -0.758
P -0.091 -1.585 -1.816
C 1.026 -3.009 -1.766
C -1.658 -2.451 -2.232
H -0.338 -0.073 -3.762
H 0.149 -1.767 -4.176
H 1.349 -0.619 -3.494
C 0.295 -0.930 -3.479
H -2.470 -1.734 -2.438
H -1.447 -3.075 -3.116
H 0.896 -3.527 -2.730
H 0.780 -3.630 -0.893
H -1.939 -3.082 -1.372
H 2.051 -2.624 -1.670
C 3.243 -2.942 3.536
O 4.259 -2.421 3.300
Cl -2.456 1.715 -2.116
C -0.170 3.955 4.176
N -0.521 3.460 2.821
C -0.957 4.498 1.893
C -0.452 2.188 2.450
C -0.021 1.211 3.479
O -0.689 1.833 1.206
H -0.347 5.044 4.225
H 0.880 3.761 4.413
H -0.782 3.462 4.927
H -0.259 4.539 1.044
H -1.954 4.229 1.524
H -0.995 5.490 2.372
H -0.646 0.319 3.364
H 1.045 0.940 3.324
H -0.078 1.598 4.520

⟨S²⟩: 12.7264
Highest occupied orbital energy (alpha / beta) in eV: -15.454 / -15.450
Spin multiplicity: 7
Total charge: +2
E in eV: -74607.5409
Gap between HOMO and LUMO (alpha / beta) in eV: 7.368 / 7.479

ORCA calculation (the ωB97M-V functional and the def2-TZVPD basis) on a structure of composition C8H18F3I2OP2Rh at a distorted geometry.

Cartesian coordinates (Å):
I 0.322 -0.707 -4.630
I -0.373 1.761 -3.847
Rh -0.003 0.179 0.127
P -2.281 -0.170 -0.075
C -3.205 1.361 0.332
C -2.832 -0.654 -1.745
H -3.924 -0.813 -1.711
H -4.023 -1.556 0.872
H -2.361 -1.606 -2.025
H -2.462 -2.425 0.896
H -2.943 2.141 -0.397
H -2.527 0.113 -2.481
C -2.945 -1.451 1.065
H -4.285 1.164 0.284
H -2.808 -1.164 2.118
H -2.964 1.700 1.351
P 2.284 -0.093 -0.064
C 3.156 1.469 0.348
C 2.992 -1.352 1.076
H 2.424 -1.523 -2.029
H 3.964 -0.678 -1.694
H 2.543 0.182 -2.477
C 2.866 -0.563 -1.731
H 2.543 -2.341 0.903
H 4.072 -1.419 0.882
H 4.242 1.310 0.302
H 2.899 1.802 1.365
H 2.844 -1.072 2.130
H 2.872 2.242 -0.381
C -0.037 2.039 0.092
O -0.055 3.054 0.653
F -1.095 0.360 2.874
C 0.000 -0.171 2.232
F 1.075 0.398 2.878
F 0.024 -1.519 2.508

⟨S²⟩: 6.0204
Highest occupied orbital energy (alpha / beta) in eV: -14.853 / -15.465
Energy above the lowest of the compared OMol25 structures with the same formula, charge and spin in kcal per mole: 16.0
Spin multiplicity: 5
Total charge: +2
E in eV: -56556.3920
Gap between HOMO and LUMO (alpha / beta) in eV: 7.225 / 3.361

Q: Look up the total charge of the third one.
A: +1